1.
C32H81AlBrNO10P as an isolated structure. Source: the OMol25 dataset; level of theory: wB97M-V/def2-TZVPD.

Results
Charge: -1
HOMO energy, eV: -3.79
Largest force on an atom, Eh/bohr: 0.0241
Lowest unoccupied orbital energy, eV: 2.1

Positions of all 127 atoms, in Å:
C (-0.2674, 3.8522, -1.6136)
C (-1.0795, 3.5019, -0.3769)
C (-0.7183, 2.0867, 0.0483)
Br (-2.2008, 1.4114, 1.1572)
Al (1.0420, 2.1354, 1.1332)
C (2.3690, 0.7882, 0.4142)
C (1.8478, -0.0791, -0.7186)
O (0.7280, -0.8584, -0.3214)
O (1.5779, 3.8745, 1.0510)
C (2.9607, 4.1126, 1.1335)
C (3.4436, 4.8280, -0.1258)
C (3.8688, 3.8944, -1.2242)
O (4.5117, 5.7457, 0.1478)
P (0.6056, 1.5755, 3.4120)
N (2.2127, 1.1556, 4.0302)
O (0.1932, 3.0230, 4.1778)
H (-0.3155, 4.9071, -1.8535)
H (0.7710, 3.6145, -1.4116)
H (-0.6089, 3.2646, -2.4574)
H (-2.1385, 3.5779, -0.6144)
H (-0.8837, 4.2237, 0.4095)
H (-0.6306, 1.5074, -0.8670)
H (3.3276, 1.2124, 0.1247)
H (2.6031, 0.1015, 1.2301)
H (1.6480, 0.5274, -1.6030)
H (2.6262, -0.7863, -1.0035)
H (-0.0848, -0.5015, -0.7068)
H (3.5496, 3.2119, 1.3338)
H (3.1482, 4.7935, 1.9718)
H (2.5821, 5.3916, -0.4812)
H (4.6505, 3.2356, -0.8543)
H (3.0310, 3.3077, -1.5697)
H (4.2644, 4.4783, -2.0503)
H (4.1136, 6.4659, 0.6652)
H (2.9176, 1.3997, 3.3436)
H (2.2471, 0.1537, 4.1679)
H (0.5108, 3.7575, 3.6279)
C (1.1500, -6.1265, 2.3045)
C (1.5646, -5.2065, 3.4414)
O (2.2371, -4.0386, 3.0232)
C (1.4931, -3.1714, 2.1720)
C (0.2156, -2.6379, 2.7921)
H (2.0080, -6.3620, 1.6721)
H (0.7357, -7.0556, 2.6995)
H (0.3886, -5.6682, 1.6722)
H (2.2689, -5.7301, 4.0907)
H (0.6970, -4.9500, 4.0610)
H (1.2772, -3.6718, 1.2220)
H (2.1609, -2.3429, 1.9383)
H (-0.5100, -3.4349, 2.9746)
H (-0.2462, -1.9042, 2.1325)
H (0.4234, -2.1581, 3.7500)
C (1.0852, 0.6179, -5.8337)
C (0.8815, 2.0023, -5.2435)
O (1.9906, 2.4801, -4.5065)
C (3.1963, 2.6248, -5.2270)
C (3.1088, 3.6084, -6.3822)
H (1.3866, -0.0888, -5.0586)
H (0.1608, 0.2681, -6.2931)
H (1.8576, 0.6155, -6.6044)
H (0.0527, 1.9747, -4.5358)
H (0.6022, 2.7179, -6.0264)
H (3.5554, 1.6496, -5.5773)
H (3.9250, 2.9831, -4.4991)
H (2.4450, 3.2508, -7.1721)
H (4.0952, 3.7624, -6.8218)
H (2.7263, 4.5696, -6.0357)
C (-3.1402, -9.4617, 0.3971)
C (-1.9283, -9.6584, 1.2929)
O (-1.8384, -8.7235, 2.3494)
C (-2.9072, -8.7256, 3.2758)
C (-3.0833, -10.0429, 4.0123)
H (-3.1815, -8.4345, 0.0332)
H (-3.0882, -10.1359, -0.4583)
H (-4.0737, -9.6653, 0.9246)
H (-1.0199, -9.5170, 0.7068)
H (-1.8965, -10.6836, 1.6807)
H (-3.8414, -8.4292, 2.7852)
H (-2.6681, -7.9390, 3.9914)
H (-3.3989, -10.8461, 3.3442)
H (-3.8419, -9.9411, 4.7889)
H (-2.1452, -10.3478, 4.4782)
C (-8.4378, 0.7384, 1.2776)
C (-7.0617, 1.1462, 0.7751)
O (-6.9631, 2.5102, 0.4162)
C (-7.2009, 3.4426, 1.4535)
C (-6.2556, 3.3133, 2.6354)
H (-9.2074, 1.0227, 0.5579)
H (-8.4775, -0.3412, 1.4269)
H (-8.6808, 1.2144, 2.2292)
H (-6.8291, 0.5922, -0.1344)
H (-6.2892, 0.8842, 1.5057)
H (-8.2447, 3.3861, 1.7886)
H (-7.0753, 4.4221, 0.9908)
H (-6.4052, 2.3775, 3.1764)
H (-6.4184, 4.1312, 3.3385)
H (-5.2168, 3.3384, 2.3042)
C (-1.3325, 0.0287, -11.0057)
C (-1.2773, 0.4960, -9.5607)
O (-0.1063, 1.2194, -9.2359)
C (0.1028, 2.4217, -9.9511)
C (-0.9924, 3.4554, -9.7531)
H (-0.4299, -0.5282, -11.2607)
H (-2.1983, -0.6162, -11.1587)
H (-1.4145, 0.8656, -11.7014)
H (-1.2711, -0.3717, -8.9006)
H (-2.1717, 1.0769, -9.3079)
H (0.2514, 2.2139, -11.0175)
H (1.0469, 2.8183, -9.5760)
H (-1.9421, 3.1323, -10.1826)
H (-0.7148, 4.3946, -10.2324)
H (-1.1546, 3.6406, -8.6904)
C (3.4558, 2.2396, 6.9212)
C (4.6713, 2.1361, 7.8252)
O (4.3697, 2.1263, 9.2151)
C (3.5487, 1.0616, 9.6505)
C (4.1465, -0.3161, 9.4187)
H (2.8429, 3.0983, 7.2004)
H (3.7566, 2.3489, 5.8835)
H (2.8257, 1.3534, 6.9793)
H (5.3122, 3.0067, 7.6793)
H (5.2723, 1.2576, 7.5616)
H (2.5559, 1.1305, 9.1924)
H (3.4117, 1.2218, 10.7214)
H (4.2289, -0.5500, 8.3568)
H (3.5194, -1.0813, 9.8782)
H (5.1466, -0.3766, 9.8518)

=====

2.
A 7-piece molecular cluster, C32H82BN8O4 overall. Source: the OMol25 dataset; level of theory: wB97M-V/def2-TZVPD.

Results
Charge: +5
HOMO energy, eV: -19.91
Largest force on an atom, Eh/bohr: 0.0707
Lowest unoccupied orbital energy, eV: -10.0
Relative energy (zero: lowest compared OMol25 entry of this formula, charge and spin), kJ/mol: 0.0

Positions of all 127 atoms, in Å:
B (-0.2930, -0.1218, -0.6081)
H (-1.2874, 0.0819, -1.1235)
H (0.3865, 0.7550, -0.8431)
H (-0.5983, -0.1374, 0.4881)
H (0.2025, -1.0836, -0.9509)
C (3.6946, 3.1218, -3.9547)
C (2.6089, 2.8765, -2.8308)
N (2.6848, 3.8581, -1.7812)
C (2.0469, 5.0839, -1.9113)
C (2.2921, 5.8794, -0.8241)
N (3.2250, 5.1843, -0.0800)
C (3.4520, 4.0074, -0.6769)
C (3.9011, 5.5981, 1.1232)
H (4.5642, 2.4923, -3.7718)
H (4.0378, 4.1505, -4.0653)
H (3.2935, 2.8701, -4.9362)
H (2.8699, 1.9235, -2.3780)
H (1.6179, 2.8776, -3.2742)
H (1.5363, 5.2933, -2.8385)
H (2.0340, 6.9007, -0.5966)
H (4.1860, 3.3153, -0.2961)
H (3.3320, 6.2618, 1.7821)
H (4.6774, 6.3302, 0.8929)
H (4.1802, 4.8226, 1.8318)
C (0.3968, -4.2864, -0.6899)
C (-0.7677, -5.2721, -0.6331)
N (-0.5128, -6.5168, 0.0566)
C (-1.0644, -7.7569, -0.2111)
C (-0.7755, -8.6090, 0.8098)
N (-0.0077, -7.9214, 1.7399)
C (0.0278, -6.6491, 1.2950)
C (0.4460, -8.4570, 3.0277)
H (0.0016, -3.6202, -1.4592)
H (1.3306, -4.7528, -0.9934)
H (0.4512, -3.7024, 0.2276)
H (-1.1737, -5.5262, -1.6133)
H (-1.6834, -4.9477, -0.1282)
H (-1.5814, -7.8532, -1.1529)
H (-1.0142, -9.6574, 0.8910)
H (0.4197, -5.7857, 1.8081)
H (-0.1731, -9.2954, 3.3299)
H (0.5231, -7.6489, 3.7524)
H (1.4858, -8.7384, 2.8571)
C (3.6856, -1.6866, -6.2523)
N (2.6553, -1.8178, -5.1228)
C (1.4401, -1.0449, -5.6093)
C (2.2939, -3.2784, -5.0358)
C (3.3488, -1.2310, -3.8919)
C (2.4502, -1.0476, -2.6525)
O (1.4674, -0.0382, -2.8140)
H (4.5917, -2.1647, -5.8863)
H (3.8407, -0.6540, -6.5585)
H (3.3572, -2.1910, -7.1606)
H (0.6413, -1.0070, -4.8708)
H (1.0836, -1.3738, -6.5819)
H (1.6967, 0.0131, -5.6734)
H (1.7631, -3.3850, -4.0923)
H (3.1580, -3.9323, -5.1340)
H (1.6465, -3.4917, -5.8838)
H (3.7005, -0.2247, -4.1205)
H (4.2146, -1.8697, -3.7278)
H (3.1422, -0.8079, -1.8378)
H (1.9253, -1.9623, -2.3629)
H (0.8508, -0.2286, -2.0461)
C (-4.3474, -1.3787, -0.7906)
N (-4.5263, -1.4097, 0.7216)
C (-5.7156, -0.5092, 1.0119)
C (-4.9325, -2.8269, 1.1307)
C (-3.2268, -0.9022, 1.3877)
C (-3.5018, -0.5252, 2.8919)
O (-3.7546, 0.8594, 2.8351)
H (-5.2970, -1.6417, -1.2476)
H (-3.4818, -2.0185, -0.9516)
H (-4.0717, -0.3650, -1.0770)
H (-5.9956, -0.4545, 2.0614)
H (-6.5680, -0.9131, 0.4713)
H (-5.2585, 0.4342, 0.7188)
H (-5.3780, -2.7619, 2.1198)
H (-4.0692, -3.4884, 1.1079)
H (-5.6477, -3.1151, 0.3638)
H (-2.8830, -0.0566, 0.7975)
H (-2.5606, -1.7414, 1.1918)
H (-2.7022, -0.8690, 3.5496)
H (-4.3954, -1.0459, 3.2427)
H (-3.7558, 1.3042, 3.6890)
C (2.4556, 0.7242, 1.5142)
N (2.2357, 0.0457, 2.8729)
C (2.8119, -1.3725, 2.7913)
C (3.1361, 0.8202, 3.8338)
C (0.7928, -0.0430, 3.3672)
C (0.1527, 1.2579, 3.7879)
O (0.7793, 1.7550, 4.9763)
H (3.4702, 0.8116, 1.1361)
H (1.9123, 1.6627, 1.6185)
H (1.8676, 0.1471, 0.7990)
H (2.7402, -1.6411, 3.8427)
H (3.7995, -1.3680, 2.3379)
H (2.1619, -1.9604, 2.1450)
H (2.9734, 0.3368, 4.7935)
H (2.8753, 1.8717, 3.7740)
H (4.1612, 0.7124, 3.4832)
H (0.7888, -0.7552, 4.1936)
H (0.2226, -0.5137, 2.5653)
H (-0.8617, 1.2595, 4.1907)
H (0.2749, 1.9439, 2.9445)
H (0.7340, 2.7132, 5.0377)
C (-1.9265, 4.3789, 2.5820)
N (-2.8265, 4.9800, 1.4628)
C (-4.2472, 4.5282, 1.7227)
C (-2.8241, 6.5000, 1.4661)
C (-2.3363, 4.4504, 0.1171)
C (-2.1775, 2.9445, -0.0294)
O (-0.9634, 2.4872, 0.5238)
H (-2.3614, 3.3872, 2.6657)
H (-1.9812, 4.9869, 3.4837)
H (-0.8827, 4.3938, 2.2773)
H (-4.6315, 4.8818, 2.6797)
H (-4.4009, 3.4505, 1.7720)
H (-4.9111, 4.9169, 0.9513)
H (-3.4431, 6.8405, 0.6364)
H (-1.7875, 6.7942, 1.3289)
H (-3.3687, 6.7542, 2.3723)
H (-1.4102, 4.9897, -0.0774)
H (-3.1208, 4.8698, -0.5140)
H (-2.0617, 2.6529, -1.0792)
H (-2.9837, 2.2857, 0.3096)
H (-0.6959, 1.6235, 0.1418)

=====

3.
A 13-piece molecular cluster, C32H84B2F20N7O19S4 overall. Source: the OMol25 dataset; level of theory: wB97M-V/def2-TZVPD.

Results
Charge: +1
HOMO energy, eV: -10.39
Largest force on an atom, Eh/bohr: 0.0895
Lowest unoccupied orbital energy, eV: -2.6
Relative energy (zero: lowest compared OMol25 entry of this formula, charge and spin), kJ/mol: 409.2

Positions of all 168 atoms, in Å:
C (-2.6879, 4.0599, -3.1116)
C (-2.0920, 5.0482, -2.0580)
C (-1.4187, 6.2570, -2.7605)
O (-1.0215, 7.2882, -1.8997)
C (-0.2691, 8.3943, -2.3131)
N (-3.3161, 5.5931, -1.2207)
H (-3.9842, 6.1558, -1.7277)
H (-3.8367, 4.9268, -0.6682)
H (-3.0215, 6.1720, -0.4473)
H (-1.9239, 3.8279, -3.8536)
H (-3.5143, 4.4788, -3.6857)
H (-3.0242, 3.1420, -2.6293)
H (-1.4740, 4.5648, -1.3013)
H (-2.0706, 6.6946, -3.5166)
H (-0.6450, 5.8725, -3.4252)
H (-0.3006, 9.3128, -1.7271)
H (-0.7551, 8.7700, -3.2135)
H (0.7649, 8.0846, -2.4652)
C (-2.0983, 4.0983, 4.1768)
C (-1.2686, 4.3208, 2.8671)
C (-0.1546, 5.4368, 2.9450)
O (0.7393, 5.5276, 1.8703)
C (0.3432, 6.3693, 0.7661)
N (-0.6813, 2.9565, 2.4079)
H (-0.1240, 2.4096, 3.0485)
H (-1.5053, 2.3894, 2.2683)
H (-0.4050, 3.0033, 1.4376)
H (-1.6117, 3.6799, 5.0578)
H (-2.9897, 3.4806, 4.0674)
H (-2.5876, 5.0290, 4.4637)
H (-1.8950, 4.6920, 2.0560)
H (0.4430, 5.1443, 3.8084)
H (-0.6120, 6.3924, 3.2013)
H (-0.6256, 5.8970, 0.6028)
H (1.0031, 6.3707, -0.1015)
H (0.0881, 7.4171, 0.9241)
C (4.6598, 2.8324, 1.3988)
C (5.1906, 1.4295, 1.4840)
C (6.6884, 1.3357, 1.6692)
O (7.1554, 0.0040, 1.7112)
C (8.5522, 0.0472, 2.0864)
N (4.4627, 0.7066, 2.6538)
H (4.5864, -0.2945, 2.7046)
H (4.8493, 1.0703, 3.5131)
H (3.4742, 0.8797, 2.7680)
H (4.9046, 3.4827, 2.2386)
H (3.5783, 2.7950, 1.2683)
H (4.9924, 3.2995, 0.4719)
H (4.8932, 0.9573, 0.5477)
H (7.0991, 1.8455, 2.5408)
H (7.1504, 1.8999, 0.8591)
H (9.1206, 0.6886, 1.4129)
H (9.1176, -0.8846, 2.0751)
H (8.6534, 0.4574, 3.0912)
C (-4.1600, -2.5625, 2.7727)
C (-4.3304, -1.3334, 3.6498)
C (-5.7345, -0.6712, 3.6077)
O (-5.9043, 0.3141, 4.6896)
C (-5.6750, 1.5945, 4.3127)
N (-3.9820, -1.6855, 5.1039)
H (-4.8137, -1.7823, 5.6686)
H (-3.5187, -2.5634, 5.2905)
H (-3.4584, -0.9705, 5.5884)
H (-4.6277, -3.4950, 3.0886)
H (-3.1142, -2.8157, 2.5982)
H (-4.5265, -2.2779, 1.7864)
H (-3.5618, -0.6018, 3.4003)
H (-6.5183, -1.4063, 3.7901)
H (-5.9826, -0.2865, 2.6185)
H (-5.6059, 2.2421, 5.1868)
H (-6.5152, 1.9822, 3.7365)
H (-4.7305, 1.5747, 3.7690)
C (-1.0275, -1.8320, -3.5765)
C (-0.4132, -0.8766, -4.5612)
C (-0.7701, -1.1431, -6.0698)
O (0.0515, -0.3021, -6.8974)
C (-0.0446, -0.5797, -8.3256)
N (-0.8105, 0.5447, -4.2489)
H (-1.8136, 0.6282, -4.1654)
H (-0.2811, 0.8669, -3.4514)
H (-0.4602, 1.1526, -4.9755)
H (-2.0486, -2.0575, -3.8840)
H (-1.0855, -1.4240, -2.5673)
H (-0.4194, -2.7330, -3.6574)
H (0.6737, -0.8235, -4.4977)
H (-1.8286, -1.0471, -6.3113)
H (-0.4582, -2.1817, -6.1808)
H (0.4732, -1.5045, -8.5802)
H (0.4390, 0.1909, -8.9259)
H (-1.1098, -0.5487, -8.5551)
C (-1.9641, -5.5816, -2.7281)
C (-0.4325, -6.0607, -2.6469)
C (0.3955, -5.2964, -1.5333)
O (1.6910, -5.8093, -1.5065)
C (2.5942, -5.0543, -0.6967)
N (-0.4147, -7.5195, -2.2694)
H (0.5151, -7.8889, -2.4078)
H (-0.7622, -7.6893, -1.3364)
H (-1.0944, -7.9520, -2.8785)
H (-2.0649, -4.6102, -2.2440)
H (-2.7256, -5.9932, -2.0656)
H (-2.2773, -5.3715, -3.7507)
H (0.0732, -6.0129, -3.6113)
H (-0.0264, -5.5369, -0.5575)
H (0.4300, -4.2121, -1.6386)
H (2.3233, -5.3110, 0.3274)
H (2.5182, -3.9731, -0.8125)
H (3.5972, -5.3643, -0.9900)
C (-0.1111, -2.8544, 1.2305)
C (0.1642, -1.8310, 0.1032)
C (-0.8341, -0.6793, -0.0548)
O (-2.0620, -1.2028, -0.4455)
C (-3.1168, -0.2306, -0.4858)
N (1.4717, -1.1637, 0.4845)
H (1.8831, -0.5986, -0.2446)
H (1.3710, -0.6065, 1.3208)
H (2.1938, -1.8348, 0.7042)
H (0.7004, -3.5399, 1.4747)
H (-1.0054, -3.4414, 1.0212)
H (-0.2145, -2.4443, 2.2350)
H (0.3221, -2.2929, -0.8714)
H (-0.4653, -0.0169, -0.8380)
H (-0.9343, -0.2029, 0.9204)
H (-2.9517, 0.6664, -1.0827)
H (-3.2463, 0.2047, 0.5051)
H (-4.0763, -0.6978, -0.7078)
B (1.2327, 0.5261, 3.4034)
F (2.1583, -0.3764, 3.8424)
F (0.0773, -0.0924, 3.1010)
F (0.9360, 1.5298, 4.3503)
F (1.6130, 1.2353, 2.2785)
B (-4.0304, 2.8385, 0.8378)
F (-4.5781, 3.9560, 1.5054)
F (-5.0668, 2.1127, 0.2481)
F (-3.1198, 3.1986, -0.1210)
F (-3.4015, 2.0981, 1.7941)
C (2.4987, 3.8833, -1.7318)
F (2.0668, 4.6402, -2.7776)
F (3.6761, 3.3388, -2.1332)
F (2.7776, 4.7063, -0.7131)
S (1.2891, 2.4465, -1.1909)
O (0.2452, 3.1696, -0.4882)
O (0.9150, 1.7273, -2.3724)
O (2.1317, 1.6168, -0.3488)
C (4.9071, -2.0306, -2.4685)
F (5.7409, -2.5833, -3.3547)
F (4.8304, -2.7422, -1.3484)
F (5.3501, -0.8000, -2.1510)
S (3.1105, -1.9928, -3.2886)
O (2.2344, -1.3004, -2.3480)
O (3.2800, -1.2493, -4.5332)
O (2.7593, -3.4037, -3.5792)
C (-2.6021, -5.7903, 1.3290)
F (-2.3129, -5.1133, 0.1640)
F (-1.8149, -5.5911, 2.3115)
F (-3.8464, -5.4580, 1.7068)
S (-2.6432, -7.6341, 0.7985)
O (-1.2447, -7.9934, 0.3904)
O (-3.1123, -8.4528, 1.9077)
O (-3.6113, -7.6228, -0.2600)
C (4.7232, -4.8288, 2.9595)
F (5.2544, -5.1221, 4.1807)
F (5.5685, -4.7087, 1.9570)
F (3.8968, -5.8447, 2.6623)
S (3.6186, -3.1643, 2.9782)
O (4.3878, -2.0559, 3.5829)
O (3.2307, -2.9011, 1.6132)
O (2.5067, -3.5641, 3.8175)